1.
A 2-piece molecular cluster, C2H3NS3 overall. Source: the Open Molecules 2025 dataset; level of theory: ωB97M-V with the def2-TZVPD basis set.

Results
E_HOMO   -8.5777 eV
Multiplicity   1
Charge   0
Gap between HOMO and LUMO   0.3036 Ha
Energy   -36115.4602 eV
ΔE to the lowest compared entry with this formula, charge and spin   257.2 kJ/mol
LUMO   -0.32 eV
M   137.254 g mol⁻¹

CARTESIAN COORDINATES (ANGSTROEM)
C1 -0.0013 -2.0540 1.5624
C2 -0.8388 1.4047 -0.0854
N1 1.0178 0.0771 -1.2903
S1 1.4634 -1.5334 1.8622
S2 -1.3994 -2.1794 0.8338
S3 -0.0563 1.2029 -1.5515
H1 -1.4324 2.3534 0.0598
H2 -0.4884 0.7193 0.5919
H3 1.7353 0.0093 -1.9829

Forces on atoms 1 to 2 (eV/Å):
C 0.495 1.513 -1.510
C -0.030 2.428 -3.988

=====

2.
One molecule with the formula C2H3NS3. Source: the Open Molecules 2025 dataset; level of theory: ωB97M-V with the def2-TZVPD basis set.

Results
E_HOMO   -9.1214 eV
Multiplicity   1
Charge   0
Gap between HOMO and LUMO   0.3135 Ha
Energy   -36116.6321 eV
ΔE to the lowest compared entry with this formula, charge and spin   144.1 kJ/mol
LUMO   -0.59 eV
M   137.254 g mol⁻¹

CARTESIAN COORDINATES (ANGSTROEM)
S1 -2.9569 -0.8743 -0.1262
C1 -1.5151 -0.2613 0.2484
S2 -0.7265 0.9306 -0.6924
C2 0.8025 1.0656 0.1565
N1 1.7276 0.2103 0.3064
S3 1.7929 -1.3196 -0.3673
H1 -0.9049 -0.5501 1.0973
H2 0.9671 2.0810 0.6696
H3 0.8133 -1.2821 -1.2921

Forces on atoms 1 to 2 (eV/Å):
S 0.091 0.024 0.179
C -0.121 -0.437 0.024

=====

3.
One molecule with the formula C2H3NS3. Source: the Open Molecules 2025 dataset; level of theory: ωB97M-V with the def2-TZVPD basis set.

Results
E_HOMO   -8.9355 eV
Multiplicity   1
Charge   0
Gap between HOMO and LUMO   0.2953 Ha
Energy   -36114.6723 eV
ΔE to the lowest compared entry with this formula, charge and spin   333.2 kJ/mol
LUMO   -0.90 eV
M   137.254 g mol⁻¹

CARTESIAN COORDINATES (ANGSTROEM)
S1 -1.9439 -1.3360 1.9783
C1 -0.7439 -0.4037 1.2579
S2 0.4253 -1.0887 -0.0893
C2 1.6351 0.0411 -0.2921
N1 1.5542 1.1862 -0.9354
S3 0.2943 1.8426 -1.7475
H1 -0.5418 0.7554 1.2888
H2 2.5715 -0.1682 0.0547
H3 1.3330 2.5992 -2.8542

Forces on atoms 1 to 2 (eV/Å):
S 2.563 2.058 -1.402
C -0.339 -0.047 -0.896

=====

> E_HOMO of number 1 (C2H3NS3)?

-8.5777 eV